72
Properties=species:S:1:pos:R:3:lowdin_spin:R:1 method="wB97M-V/def2-TZVPD" spin_multiplicity=4 e_lumo_ha="-0.38372 / -0.52019" homo_energy_ev="-16.0 / -15.9" total_charge=+3 s_squared=3.76 homo_lumo_gap_ev="5.510 / 1.795"
Cu -0.48 0.90 1.33 0.6575
Cu 3.12 -1.82 -1.68 0.4831
S 1.48 -0.42 -0.08 -0.0017
O 0.06 -0.70 0.12 0.1685
O 1.86 -0.21 -1.44 0.2767
O 1.62 0.77 0.74 0.1682
O 2.31 -1.51 0.30 0.2095
C 3.78 -1.28 4.21 0.0064
C 2.59 -2.28 4.20 0.0108
C 2.37 -3.13 2.97 0.0090
O 2.52 -4.44 3.31 0.0328
C 2.68 -4.51 4.62 0.0827
O 2.85 -5.55 5.21 0.8114
O 2.80 -3.30 5.19 0.0425
H 4.68 -1.81 3.91 0.0000
H 3.82 -0.70 5.14 0.0001
H 3.50 -0.55 3.45 0.0020
H 1.67 -1.72 4.30 -0.0002
H 3.00 -2.78 2.15 0.0030
H 1.33 -2.84 2.79 0.0007
C 3.29 3.67 0.25 0.0012
C 3.65 3.48 -1.25 0.0001
C 2.54 3.34 -2.24 0.0005
O 2.88 4.22 -3.35 0.0006
C 3.87 5.03 -3.01 0.0000
O 4.36 5.99 -3.58 0.0002
O 4.23 4.65 -1.71 0.0003
H 4.13 4.11 0.79 0.0000
H 3.09 2.68 0.66 0.0004
H 2.43 4.23 0.61 0.0001
H 4.32 2.62 -1.39 0.0000
H 1.55 3.61 -1.89 0.0000
H 2.62 2.33 -2.65 0.0003
C -5.65 -0.94 -2.32 0.0000
C -5.08 -1.45 -0.95 0.0000
C -4.39 -2.80 -0.96 0.0002
O -3.45 -2.62 0.10 0.0005
C -3.17 -1.37 0.26 0.0009
O -2.32 -0.85 1.05 0.0162
O -3.99 -0.67 -0.56 -0.0002
H -6.51 -1.54 -2.63 0.0000
H -4.89 -1.02 -3.09 0.0000
H -5.99 0.09 -2.21 0.0000
H -5.85 -1.45 -0.17 0.0000
H -3.97 -3.15 -1.90 0.0000
H -5.20 -3.49 -0.69 0.0000
C -1.56 -6.64 -2.59 0.0000
C -1.62 -5.27 -1.84 0.0000
C -0.91 -5.32 -0.49 0.0000
O 0.06 -4.36 -0.58 -0.0001
C 0.13 -3.77 -1.78 0.0001
O 0.85 -2.84 -2.09 -0.0012
O -0.80 -4.35 -2.59 0.0000
H -0.54 -7.02 -2.64 0.0000
H -1.90 -6.62 -3.62 0.0000
H -2.14 -7.39 -2.04 0.0000
H -2.65 -4.97 -1.61 0.0000
H -0.48 -6.27 -0.17 0.0000
H -1.70 -5.19 0.25 0.0000
C -1.75 7.57 1.18 0.0001
C -1.80 6.18 0.36 0.0000
C -0.99 5.93 -0.95 0.0003
O -0.25 4.74 -0.64 0.0006
C -0.61 4.25 0.49 0.0012
O -0.23 3.11 0.86 0.0146
O -1.36 5.12 1.21 0.0002
H -1.72 8.34 0.41 0.0000
H -0.92 7.60 1.89 0.0000
H -2.51 7.66 1.95 0.0000
H -2.87 6.11 0.17 0.0000
H -0.29 6.75 -1.13 0.0000
H -1.47 5.80 -1.92 0.0000

58
Properties=species:S:1:pos:R:3:lowdin_spin:R:1 method="wB97M-V/def2-TZVPD" spin_multiplicity=4 e_lumo_ha="-0.13035 / -0.27574" homo_energy_ev="-9.4 / -10.0" total_charge=+1 s_squared=3.80 relative_energy_kj_mol=48.6 homo_lumo_gap_ev="5.804 / 2.477"
Tc -0.21 -0.09 -0.67 1.5738
C 2.65 3.54 0.58 0.0239
C 1.24 4.08 0.71 0.0295
C 0.50 3.32 1.77 0.1833
C 0.58 3.81 3.07 0.2232
C -0.02 3.18 4.15 0.0160
C -0.65 1.95 3.91 0.2728
C -0.86 1.43 2.62 0.1884
C -1.67 0.18 2.45 0.0363
C -3.06 0.44 1.84 0.0223
C -0.23 2.09 1.52 -0.0090
N -0.55 1.69 0.22 -0.0135
C -0.95 2.66 -0.64 0.0250
C -0.94 2.35 -1.97 0.0109
C -1.42 2.96 -3.17 0.0855
C -1.15 2.06 -4.19 0.0105
C -0.41 1.00 -3.66 0.0881
N -0.37 1.13 -2.31 -0.0303
H 3.24 3.98 -0.23 0.0035
H 2.61 2.46 0.35 0.0007
H 3.24 3.62 1.52 0.0003
H 0.69 4.09 -0.26 0.0029
H 1.21 5.16 1.02 0.0040
H 1.11 4.75 3.30 0.0061
H -0.06 3.60 5.16 -0.0033
H -1.03 1.43 4.80 0.0095
H -1.87 -0.23 3.47 0.0008
H -1.17 -0.59 1.86 0.0110
H -3.73 1.02 2.52 -0.0002
H -3.60 -0.51 1.69 0.0018
H -3.10 0.99 0.88 0.0006
H -1.35 3.63 -0.32 -0.0002
H -1.84 3.99 -3.27 0.0035
H -1.46 2.19 -5.21 -0.0013
H 0.05 0.19 -4.19 0.0054
C 2.56 -4.34 2.26 0.0000
C 2.04 -4.69 0.91 0.0002
O 2.19 -3.51 0.02 0.0024
P 1.05 -2.50 -0.50 0.0148
O 0.10 -1.95 0.55 0.0266
Te 2.22 -0.60 -1.70 0.0685
O 0.09 -3.32 -1.52 0.0075
C 0.69 -4.14 -2.61 0.0000
C -0.21 -4.26 -3.82 0.0000
H 2.50 -5.24 2.88 0.0000
H 1.91 -3.58 2.75 0.0000
H 3.60 -3.99 2.21 0.0000
H 0.96 -4.96 0.95 0.0000
H 2.59 -5.53 0.46 0.0001
H 0.90 -5.13 -2.18 0.0001
H 1.66 -3.66 -2.91 -0.0001
H -1.29 -4.36 -3.56 0.0000
H 0.06 -5.16 -4.40 0.0000
H -0.08 -3.38 -4.45 0.0000
C -2.00 -0.72 -1.11 0.0512
H -1.81 -1.42 -1.90 0.0107
H -2.62 0.14 -1.37 0.0175
H -2.53 -1.23 -0.27 0.0185

55
Properties=species:S:1:pos:R:3:lowdin_charge:R:1 method="wB97M-V/def2-TZVPD" spin_multiplicity=1 e_lumo_ha=0.02326 homo_energy_ev=-8.0 smiles=Cc1cccc(-n2ccnc2CN2CCN(C(C)C)[C@H](CCO)C2)c1 relative_energy_kj_mol=134.8 homo_lumo_gap_ev=8.633
C 5.33 2.01 2.08 -0.0476
C 4.86 1.35 0.82 -0.2709
C 3.96 0.29 0.86 0.0268
C 3.53 -0.32 -0.31 -0.2025
C 4.00 0.12 -1.54 -0.0230
C 4.89 1.18 -1.59 -0.0657
C 5.31 1.79 -0.42 -0.0479
H 6.01 2.62 -0.46 0.1138
H 5.25 1.53 -2.54 0.1068
H 3.68 -0.37 -2.44 0.1196
N 2.63 -1.40 -0.23 0.0124
C 1.46 -1.58 -0.93 -0.2905
N 0.90 -2.72 -0.60 0.1094
C 1.72 -3.30 0.32 -0.1320
C 2.79 -2.50 0.57 -0.0572
H 3.64 -2.62 1.20 0.1142
H 1.48 -4.26 0.74 0.0940
C 0.85 -0.55 -1.81 -0.1128
N -0.51 -0.19 -1.46 -0.1421
C -0.63 0.22 -0.07 -0.1360
H -0.42 -0.62 0.61 0.1116
C -2.04 0.77 0.21 -0.2797
N -3.10 -0.15 -0.19 -0.1373
C -2.88 -0.69 -1.52 -0.1418
C -1.48 -1.24 -1.75 -0.1686
H -1.29 -2.14 -1.15 0.0922
H -1.37 -1.51 -2.81 0.1247
H -3.05 0.12 -2.24 0.1200
H -3.62 -1.47 -1.71 0.1244
C -3.63 -1.07 0.82 -0.3968
C -2.60 -1.92 1.58 -0.0491
H -1.97 -2.48 0.90 0.0623
H -3.13 -2.63 2.22 0.0783
H -1.98 -1.30 2.22 0.0755
H -4.29 -1.76 0.27 0.1375
C -4.50 -0.30 1.82 -0.0495
H -5.24 0.30 1.29 0.0753
H -5.02 -1.00 2.46 0.0775
H -3.91 0.36 2.44 0.0728
C -2.22 2.13 -0.48 -0.1284
H -1.44 2.80 -0.11 0.1166
H -2.08 2.02 -1.55 0.1140
C -3.58 2.76 -0.19 -0.2686
O -4.64 2.09 -0.81 -0.0839
H -4.49 1.14 -0.64 0.0454
H -3.74 2.80 0.90 0.1125
H -3.60 3.79 -0.57 0.1142
H -2.13 0.93 1.29 0.1409
H 0.10 1.01 0.12 0.1294
H 1.45 0.37 -1.76 0.1154
H 0.84 -0.90 -2.85 0.1298
H 3.58 -0.06 1.81 0.1214
H 5.07 3.07 2.06 0.0842
H 4.88 1.56 2.95 0.0749
H 6.41 1.94 2.16 0.0842

56
Properties=species:S:1:pos:R:3:lowdin_charge:R:1 method="wB97M-V/def2-TZVPD" spin_multiplicity=1 e_lumo_ha=0.01125 homo_energy_ev=-8.5 smiles="CCCCn1nc(CC(=O)NCCN(CC)CC)c2ccccc2c1=O" relative_energy_kj_mol=181.2 homo_lumo_gap_ev=8.846
C 1.27 5.12 -0.28 -0.1085
C 1.21 4.12 -1.42 -0.2643
C -0.01 3.19 -1.33 -0.1870
C 0.04 2.28 -0.11 -0.1487
N -1.03 1.30 -0.15 -0.0510
N -0.80 0.25 -0.94 0.1561
C -1.69 -0.68 -1.08 -0.2237
C -2.94 -0.65 -0.38 -0.0862
C -3.90 -1.67 -0.44 -0.0016
C -5.08 -1.55 0.27 -0.0586
C -5.33 -0.43 1.05 -0.0607
C -4.40 0.58 1.13 -0.0008
C -3.20 0.47 0.43 -0.0575
C -2.19 1.54 0.55 -0.3737
O -2.33 2.54 1.22 0.0650
H -4.56 1.46 1.74 0.1200
H -6.26 -0.35 1.59 0.1062
H -5.81 -2.34 0.22 0.1081
H -3.71 -2.55 -1.03 0.1130
C -1.30 -1.83 -1.96 -0.0335
H -2.14 -2.16 -2.57 0.1216
H -0.48 -1.51 -2.61 0.1250
C -0.80 -3.01 -1.12 -0.4997
O -1.20 -4.14 -1.26 0.0582
N 0.12 -2.63 -0.22 0.0743
H 0.44 -1.67 -0.19 0.1016
C 0.91 -3.51 0.60 -0.1421
H 0.55 -3.47 1.64 0.1178
H 0.80 -4.53 0.24 0.1232
C 2.36 -3.03 0.53 -0.1740
N 2.40 -1.60 0.78 -0.2187
C 2.50 -1.26 2.19 -0.2487
H 2.04 -2.06 2.76 0.1102
C 1.75 0.04 2.50 -0.0756
H 2.21 0.89 2.00 0.0573
H 0.72 -0.04 2.17 0.0681
H 1.76 0.23 3.57 0.0730
H 3.55 -1.17 2.51 0.1207
C 3.34 -0.88 -0.07 -0.2469
C 2.75 -0.64 -1.46 -0.0791
H 1.80 -0.13 -1.39 0.0417
H 3.43 -0.03 -2.05 0.0727
H 2.60 -1.58 -1.99 0.0659
H 4.30 -1.40 -0.16 0.1201
H 3.53 0.09 0.39 0.1067
H 2.98 -3.60 1.24 0.1241
H 2.74 -3.22 -0.48 0.1173
H 0.99 1.73 -0.09 0.1086
H -0.08 2.85 0.81 0.1187
H -0.05 2.56 -2.23 0.1089
H -0.92 3.79 -1.29 0.1184
H 1.16 4.66 -2.37 0.1045
H 2.12 3.51 -1.43 0.1031
H 2.08 5.83 -0.44 0.0684
H 0.34 5.68 -0.21 0.0768
H 1.44 4.63 0.67 0.0656

58
Properties=species:S:1:pos:R:3:lowdin_charge:R:1 method="wB97M-V/def2-TZVPD" spin_multiplicity=1 e_lumo_ha=0.01782 homo_energy_ev=-7.6 smiles="COc1ccc(N)c(C(=O)NCCC2(O)CN(C(=O)C3(N(C)C)CCC3)C2)c1" relative_energy_kj_mol=270.3 homo_lumo_gap_ev=8.074
C -1.22 -3.71 -6.46 -0.0947
O -1.27 -3.27 -5.12 -0.0918
C -0.62 -2.10 -4.82 -0.2845
C 0.09 -1.33 -5.73 -0.0209
C 0.70 -0.16 -5.32 -0.0242
C 0.63 0.29 -4.00 -0.2652
N 1.28 1.45 -3.62 0.1130
C -0.07 -0.50 -3.08 -0.0770
C -0.18 -0.08 -1.65 -0.4188
O -0.20 1.10 -1.32 0.0504
N -0.23 -1.08 -0.74 0.0721
C -0.31 -0.83 0.69 -0.1557
C 0.56 -1.82 1.45 -0.1074
C 0.40 -1.70 2.95 -0.4669
O 0.75 -0.39 3.30 0.0216
C -0.96 -2.23 3.49 -0.0402
N -0.23 -3.36 4.07 -0.0018
C -0.54 -4.64 4.36 -0.4164
O 0.32 -5.47 4.58 0.0803
C -2.04 -4.98 4.33 -0.3829
N -2.77 -3.94 5.04 -0.1994
C -2.44 -3.96 6.45 -0.0706
C -4.21 -3.96 4.86 -0.0864
C -2.41 -5.32 2.86 -0.0868
C -2.13 -6.80 3.18 -0.1340
C -2.26 -6.48 4.68 -0.0962
C 1.09 -2.85 3.74 -0.0265
C -0.69 -1.68 -3.50 0.0387
H -1.80 -4.63 -6.50 0.0905
H -1.67 -2.97 -7.13 0.0939
H -0.19 -3.91 -6.77 0.0935
H 0.17 -1.63 -6.77 0.1027
H 1.25 0.43 -6.04 0.1117
H 0.89 1.89 -2.80 0.0697
H 1.50 2.09 -4.37 0.0894
H -0.09 -2.02 -1.06 0.1277
H 0.03 0.19 0.87 0.1230
H -1.35 -0.89 1.03 0.1287
H 0.29 -2.85 1.17 0.1277
H 1.61 -1.67 1.19 0.1370
H 0.65 -0.28 4.26 0.1028
H -1.42 -1.59 4.24 0.1257
H -1.71 -2.50 2.75 0.1148
H -2.90 -3.10 6.95 0.0859
H -2.78 -4.87 6.96 0.0932
H -1.36 -3.89 6.59 0.0901
H -4.64 -3.15 5.44 0.0857
H -4.48 -3.78 3.81 0.0765
H -4.69 -4.90 5.19 0.0868
H -3.46 -5.15 2.65 0.0999
H -1.81 -4.84 2.08 0.1061
H -2.83 -7.53 2.76 0.1010
H -1.12 -7.09 2.92 0.1076
H -1.53 -6.93 5.35 0.1096
H -3.27 -6.65 5.05 0.1062
H 1.70 -3.54 3.15 0.1288
H 1.66 -2.51 4.60 0.1306
H -1.28 -2.27 -2.81 0.1255

62
Properties=species:S:1:pos:R:3:lowdin_charge:R:1 method="wB97M-V/def2-TZVPD" spin_multiplicity=1 e_lumo_ha=0.07800 homo_energy_ev=-2.7 total_charge=-1 relative_energy_kj_mol=6.3 homo_lumo_gap_ev=4.858
Pd 0.68 0.65 -0.25 0.4612
C -0.19 -1.03 2.61 -0.0875
C 0.16 0.41 3.02 -0.6066
C 1.11 0.31 4.23 -0.0819
C -1.13 1.07 3.51 -0.0794
C 0.91 1.14 1.90 -0.1742
H -0.56 -1.61 3.47 0.0735
H 0.69 -1.54 2.19 0.0748
H -0.96 -1.01 1.84 0.0274
H 0.64 -0.22 5.06 0.0694
H 1.39 1.31 4.57 0.0827
H 2.03 -0.22 3.95 0.0759
H -1.55 0.48 4.33 0.0737
H -1.87 1.14 2.71 0.0481
H -0.95 2.09 3.86 0.0783
H 1.98 0.96 1.97 0.0853
C -0.82 4.14 0.83 -0.1173
O -0.57 3.00 1.61 -0.1610
C 0.75 2.51 1.49 -0.5945
O 1.60 3.28 1.05 -0.0274
H -0.19 4.99 1.12 0.0786
H -1.87 4.39 0.97 0.0786
H -0.62 3.94 -0.23 0.0793
O 0.79 -2.11 -2.26 -0.0564
C 1.40 -1.03 -2.02 -0.6721
O 1.01 0.12 -2.41 -0.1414
C 2.72 -1.09 -1.29 -0.1481
C 3.14 -2.30 -0.73 -0.0152
C 4.34 -2.39 -0.05 -0.0016
C 5.12 -1.25 0.04 -0.1628
C 4.74 -0.03 -0.52 0.0100
C 3.54 0.04 -1.19 -0.0222
N 6.40 -1.33 0.74 -0.3582
O 7.11 -0.34 0.77 0.0533
O 6.72 -2.40 1.23 0.0424
H 2.49 -3.16 -0.84 0.1110
H 4.68 -3.31 0.39 0.1108
H 5.38 0.83 -0.41 0.1165
H 3.20 0.97 -1.62 0.1127
C -3.54 -1.93 -2.10 -0.1456
N -2.05 -1.68 -2.11 -0.0647
C -1.74 -0.70 -3.25 -0.1083
N -2.51 0.49 -3.12 -0.1435
C -3.92 0.19 -3.06 -0.1957
N -4.27 -0.70 -1.95 -0.1548
C -3.99 -0.03 -0.66 -0.3276
P -2.18 0.51 -0.32 1.0095
C -1.60 -1.20 -0.76 -0.3082
C -2.04 1.32 -2.00 -0.3217
H -3.76 -2.60 -1.27 0.1321
H -3.80 -2.40 -3.05 0.1310
H -1.51 -2.52 -2.31 0.1615
H -2.01 -1.24 -4.16 0.1388
H -0.68 -0.49 -3.20 0.0972
H -4.22 -0.29 -4.00 0.1234
H -4.49 1.11 -2.95 0.1247
H -4.31 -0.70 0.15 0.0745
H -4.63 0.85 -0.60 0.0730
H -2.01 -1.91 -0.03 0.0910
H -0.53 -1.28 -0.74 0.0320
H -1.00 1.59 -2.17 0.0610
H -2.63 2.24 -1.97 0.0847